Record 1
Here is C38H31NO2P2S4Tc as an isolated structure from OMol25. Energies are from the ωB97M-V functional and the def2-TZVPD basis.

```
79
Properties=species:S:1:pos:R:3:lowdin_spin:R:1
Tc 0.091 0.010 0.069 0.940
C -1.352 -1.943 -2.184 0.002
P 0.298 -1.871 -1.343 -0.002
C 1.462 -1.926 -2.752 -0.002
C 2.022 -3.070 -3.310 -0.001
C 2.839 -2.969 -4.427 0.000
C 3.140 -1.731 -4.972 0.000
C 2.609 -0.583 -4.401 0.000
C 1.771 -0.682 -3.305 0.001
C 0.374 -3.512 -0.542 0.001
C 0.705 -3.562 0.809 0.007
C 0.766 -4.772 1.483 0.001
C 0.475 -5.947 0.809 0.000
C 0.113 -5.909 -0.531 0.000
C 0.063 -4.699 -1.205 0.000
C -2.317 -1.239 -1.285 0.007
C -3.681 -1.281 -1.188 -0.002
C -4.067 -0.257 -0.267 0.005
C -2.921 0.361 0.152 0.001
C -2.679 1.571 1.001 0.001
P -0.958 1.392 1.681 0.009
C -0.450 3.087 2.096 -0.002
C -0.014 3.482 3.356 -0.001
C 0.494 4.758 3.548 0.000
C 0.603 5.635 2.481 -0.001
C 0.178 5.245 1.218 0.000
C -0.338 3.976 1.026 0.000
C -1.381 0.589 3.264 0.004
C -2.167 1.222 4.226 0.000
C -2.555 0.539 5.366 0.000
C -2.188 -0.789 5.543 0.000
C -1.422 -1.431 4.583 0.001
C -1.018 -0.741 3.449 0.015
N -1.833 -0.258 -0.437 0.002
H -1.676 -2.962 -2.394 0.000
H -1.251 -1.401 -3.130 0.000
H 1.822 -4.040 -2.877 0.000
H 3.246 -3.865 -4.879 0.000
H 3.786 -1.664 -5.837 0.000
H 2.844 0.386 -4.821 0.000
H 1.347 0.212 -2.860 0.003
H 0.923 -2.636 1.323 0.008
H 1.046 -4.797 2.528 0.000
H 0.521 -6.896 1.328 0.000
H -0.130 -6.825 -1.053 0.000
H -0.229 -4.683 -2.247 0.000
H -4.346 -1.950 -1.710 0.000
H -5.075 -0.018 0.032 0.000
H -3.417 1.654 1.798 0.000
H -2.725 2.478 0.390 0.000
H -0.051 2.792 4.189 0.000
H 0.820 5.066 4.533 0.000
H 1.032 6.617 2.627 0.000
H 0.265 5.928 0.383 0.000
H -0.641 3.658 0.035 0.000
H -2.478 2.249 4.079 0.000
H -3.145 1.043 6.121 0.000
H -2.503 -1.321 6.430 0.000
H -1.138 -2.466 4.719 0.000
H -0.422 -1.235 2.688 0.015
S 3.037 2.718 1.969 0.007
C 3.082 1.253 1.260 0.003
S 4.229 0.109 2.037 0.000
S 2.292 0.832 -0.216 -0.029
O 7.021 -5.217 -3.283 0.000
C 7.107 -3.907 -2.966 0.000
O 7.836 -3.192 -3.594 0.000
C 6.253 -3.421 -1.841 0.000
C 6.146 -2.040 -1.688 0.000
C 5.377 -1.488 -0.681 0.000
C 4.717 -2.332 0.200 0.000
S 3.711 -1.793 1.552 0.004
C 4.814 -3.714 0.063 0.000
C 5.579 -4.255 -0.952 0.000
H 6.407 -5.683 -2.707 0.000
H 6.690 -1.412 -2.379 0.000
H 5.307 -0.414 -0.573 0.000
H 4.296 -4.354 0.767 0.000
H 5.650 -5.336 -1.007 0.000
```

Results
- Expectation value of S²: 0.85
- E_tot: -4028.180660 a.u.
- E_LUMO (alpha / beta): -1.06 / -0.75 eV
- Frontier orbital gap (alpha / beta): 6.58 / 6.79 eV
- 2S+1: 2


Record 2
Here is a 2-piece molecular cluster, C4H8O2 overall from OMol25. Energies are from the ωB97M-V functional and the def2-TZVPD basis.

```
14
Properties=species:S:1:pos:R:3:nbo_charge:R:1
O -0.093 1.563 -2.359 -0.664
C 0.225 0.694 -1.371 0.178
C -0.543 -0.288 -0.897 -0.335
C -0.131 -1.128 0.285 -0.531
C -0.826 -0.576 1.511 0.457
O -0.266 -0.039 2.437 -0.522
H -1.014 1.421 -2.617 0.476
H 2.501 1.030 1.454 -0.031
H 1.224 0.888 -0.988 0.187
H -1.537 -0.451 -1.315 0.198
H 0.950 -1.091 0.449 0.234
H -0.427 -2.176 0.141 0.227
H -1.935 -0.647 1.487 0.102
H 1.872 0.800 1.782 0.023
```

Results
- E_tot: -307.616074 a.u.
- E_LUMO: 0.75 eV
- Frontier orbital gap: 9.79 eV


Record 3
Here is a 2-piece molecular cluster, C3H5NO2 overall from OMol25. Energies are from the ωB97M-V functional and the def2-TZVPD basis.

```
11
Properties=species:S:1:pos:R:3:nbo_charge:R:1
O 1.027 -1.679 0.381 -0.498
C 1.357 -0.580 0.748 0.426
C 0.573 0.695 0.506 -0.322
N -0.605 0.530 -0.271 -0.608
C -1.421 -0.358 -0.101 0.926
O -2.209 -1.176 0.154 -0.471
H 2.282 -0.418 1.333 0.116
H 0.294 1.118 1.475 0.224
H 1.214 1.430 0.008 0.230
H -0.990 0.474 -2.006 0.056
H -1.521 -0.036 -2.227 -0.078
```

Results
- E_tot: -322.466274 a.u.
- E_LUMO: 0.70 eV
- Frontier orbital gap: 11.02 eV


Record 4
Here is C6H9O4Yb as an isolated structure from OMol25. Energies are from the ωB97M-V functional and the def2-TZVPD basis.

```
20
Properties=species:S:1:pos:R:3:nbo_charge:R:1
O 3.630 0.038 0.821 -0.876
C 2.624 -0.344 0.146 0.990
O 2.723 -0.414 -1.118 -0.862
O 1.535 -0.640 0.802 -0.483
C 0.288 -0.841 0.115 -0.071
Yb 5.194 0.161 -1.013 1.868
H 0.521 -1.002 -0.944 0.215
H -0.074 -1.738 0.629 0.209
C -1.938 -0.901 1.942 -0.383
C -1.924 -0.060 0.898 -0.180
H -1.212 -1.669 2.216 0.195
H -2.810 -0.926 2.601 0.212
H -2.883 0.310 0.520 0.210
C -0.698 0.395 0.158 -0.318
C -1.105 0.973 -1.193 -0.052
O 0.005 1.590 -1.814 -0.730
H -0.170 1.179 0.725 0.238
H -1.910 1.712 -1.035 0.177
H -1.513 0.167 -1.830 0.165
H -0.283 2.011 -2.627 0.477
```

Results
- E_tot: -1693.410394 a.u.
- E_LUMO: -5.92 eV
- Frontier orbital gap: 5.58 eV
- Total charge: +1


Record 5
Here is a 2-piece molecular cluster, C6H15NO2 overall from OMol25. Energies are from the ωB97M-V functional and the def2-TZVPD basis.

```
24
Properties=species:S:1:pos:R:3:nbo_charge:R:1
C 0.122 0.935 2.414 0.102
C -1.116 0.081 2.635 -0.641
C -0.208 2.392 2.169 -0.630
O 0.851 0.541 1.197 -0.752
H 1.090 -0.394 1.244 0.490
H 0.817 0.832 3.261 0.162
H -1.653 0.437 3.511 0.211
H -1.783 0.155 1.780 0.229
H 0.734 2.785 1.735 0.225
H -0.498 2.890 3.087 0.211
H -0.977 2.495 1.409 0.213
H -0.847 -0.962 2.788 0.207
C -0.706 -0.398 -1.954 -0.116
C 0.867 -1.644 -3.509 -0.688
C 0.582 -1.171 -2.108 0.306
O -1.109 -0.184 -0.640 -0.741
N 1.305 -1.353 -1.093 -0.664
H -0.330 0.117 -0.125 0.504
H 2.166 -1.868 -1.269 0.339
H -0.572 0.560 -2.490 0.170
H -1.514 -0.942 -2.457 0.186
H 1.897 -1.983 -3.606 0.219
H 0.202 -2.474 -3.751 0.231
H 0.681 -0.848 -4.227 0.226
```

Results
- E_tot: -442.828446 a.u.
- E_LUMO: 0.97 eV
- Frontier orbital gap: 10.73 eV


Record 6
Here is a 18-piece molecular cluster, H36O18 overall from OMol25. Energies are from the ωB97M-V functional and the def2-TZVPD basis.

```
54
Properties=species:S:1:pos:R:3:nbo_charge:R:1
O -1.151 2.043 4.413 -0.954
H -0.686 2.173 3.582 0.483
H -1.293 2.851 4.871 0.472
O 0.948 0.550 -2.848 -0.924
H 1.699 0.127 -2.433 0.461
H 1.483 1.201 -3.310 0.463
O 0.395 -1.556 3.323 -0.956
H 0.206 -1.415 4.252 0.481
H 0.913 -2.345 3.187 0.483
O 5.393 1.635 2.618 -0.955
H 5.450 0.760 3.012 0.478
H 5.043 1.595 1.682 0.477
O -3.929 -2.119 -3.085 -0.957
H -4.154 -1.223 -3.313 0.477
H -4.698 -2.612 -3.528 0.484
O -2.720 4.744 0.086 -0.943
H -1.832 4.592 -0.311 0.484
H -3.246 4.079 -0.448 0.455
O -2.984 -5.231 1.375 -0.932
H -2.507 -4.463 1.793 0.468
H -3.165 -4.819 0.513 0.464
O -1.053 -1.220 1.361 -0.957
H -0.245 -1.281 0.884 0.471
H -1.907 -1.290 0.922 0.485
O -0.564 4.865 -2.970 -0.981
H -1.150 4.169 -3.265 0.495
H 0.094 5.100 -3.617 0.477
O 2.353 -0.651 1.569 -0.988
H 2.236 0.335 1.424 0.475
H 2.016 -0.715 2.467 0.504
O 0.548 -4.124 -3.269 -1.035
H -0.145 -4.675 -3.627 0.507
H 0.648 -3.499 -2.561 0.526
O 1.952 -2.927 4.796 -0.948
H 1.875 -3.866 4.567 0.478
H 1.554 -2.846 5.647 0.475
O -0.884 2.852 0.196 -0.960
H -1.302 2.024 -0.025 0.474
H 0.059 2.667 0.045 0.483
O -3.158 0.107 -1.861 -0.953
H -3.020 -0.811 -2.084 0.478
H -2.232 0.368 -1.938 0.471
O 1.763 -2.301 -0.779 -0.935
H 2.529 -1.724 -0.816 0.467
H 1.302 -1.952 -0.037 0.467
O -2.653 3.207 -3.599 -0.947
H -2.964 4.165 -3.470 0.472
H -3.571 2.944 -3.706 0.485
O 4.029 -4.369 -0.024 -0.931
H 3.923 -3.537 0.525 0.468
H 4.810 -4.200 -0.537 0.463
O 1.551 3.780 -0.408 -0.959
H 1.680 4.850 -0.297 0.479
H 0.759 3.987 -0.941 0.485
```

Results
- E_tot: -1375.760686 a.u.
- E_LUMO: -0.20 eV
- Frontier orbital gap: 10.36 eV


Record 7
Here is C49H81CaN3O6SSb2 as an isolated structure from OMol25. Energies are from the ωB97M-V functional and the def2-TZVPD basis.

```
143
Properties=species:S:1:pos:R:3:lowdin_charge:R:1
Ca -0.342 0.114 -0.024 1.259
C 1.605 -2.441 0.166 -0.094
N 2.514 -1.898 1.148 -0.260
C 3.024 -2.922 2.022 -0.113
C 3.562 -1.103 0.557 -0.212
C 3.111 0.220 -0.073 -0.177
N 2.081 0.980 0.652 -0.161
C 1.945 2.277 -0.068 -0.141
C 1.212 3.361 0.669 -0.136
C 1.911 4.474 1.105 -0.018
C 1.308 5.519 1.796 -0.191
C -0.048 5.371 2.083 0.005
C -0.803 4.279 1.673 -0.084
C -0.183 3.248 0.904 -0.325
O -0.842 2.235 0.443 -0.316
C -2.246 4.091 2.139 -0.520
C -3.200 3.898 0.952 -0.054
C -2.295 2.864 3.066 -0.039
C -2.758 5.290 2.946 -0.081
C 2.133 6.731 2.228 -0.562
C 1.285 7.785 2.941 -0.077
C 3.246 6.289 3.189 -0.053
C 2.772 7.392 0.999 -0.062
C 2.443 1.177 2.066 -0.107
C 1.423 1.023 3.192 -0.088
C 1.722 1.745 4.331 -0.016
C 1.018 1.616 5.528 -0.197
C 0.024 0.650 5.551 -0.020
C -0.335 -0.114 4.441 -0.094
C 0.291 0.144 3.187 -0.317
O -0.166 -0.356 2.091 -0.277
C -1.478 -1.127 4.636 -0.521
C -2.792 -0.364 4.863 -0.044
C -1.710 -2.106 3.478 -0.062
C -1.185 -1.994 5.875 -0.068
C 1.359 2.508 6.719 -0.561
C 0.434 2.262 7.912 -0.078
C 1.222 3.981 6.313 -0.053
C 2.803 2.247 7.174 -0.061
H 2.085 -3.180 -0.501 0.098
H 0.743 -2.898 0.649 0.084
H 1.257 -1.653 -0.498 0.036
H 3.637 -3.678 1.491 0.079
H 3.639 -2.474 2.806 0.079
H 2.190 -3.440 2.499 0.080
H 4.295 -0.899 1.342 0.098
H 4.109 -1.661 -0.229 0.124
H 4.030 0.830 -0.163 0.120
H 2.752 0.077 -1.094 0.095
H 2.953 2.663 -0.297 0.117
H 1.474 2.055 -1.030 0.100
H 2.975 4.517 0.885 0.107
H -0.541 6.142 2.658 0.076
H -2.900 3.039 0.353 0.027
H -4.226 3.756 1.310 0.078
H -3.186 4.780 0.304 0.084
H -1.984 1.962 2.541 0.068
H -1.623 3.003 3.919 0.088
H -3.311 2.726 3.450 0.070
H -2.715 6.219 2.371 0.080
H -3.801 5.113 3.221 0.076
H -2.188 5.428 3.869 0.076
H 0.851 7.391 3.863 0.081
H 1.909 8.644 3.203 0.075
H 0.470 8.138 2.306 0.083
H 2.814 5.842 4.085 0.067
H 3.893 5.543 2.724 0.075
H 3.867 7.141 3.489 0.075
H 2.001 7.719 0.298 0.086
H 3.369 8.263 1.291 0.073
H 3.425 6.696 0.470 0.073
H 3.250 0.481 2.303 0.108
H 2.881 2.176 2.180 0.110
H 2.544 2.457 4.270 0.109
H -0.532 0.496 6.468 0.083
H -3.033 0.232 3.982 0.058
H -3.618 -1.061 5.044 0.080
H -2.719 0.315 5.716 0.077
H -2.041 -1.605 2.573 0.053
H -0.801 -2.651 3.219 0.084
H -2.477 -2.827 3.787 0.076
H -1.137 -1.408 6.794 0.063
H -1.972 -2.745 5.999 0.072
H -0.230 -2.511 5.757 0.085
H -0.612 2.420 7.641 0.083
H 0.535 1.244 8.295 0.080
H 0.685 2.953 8.722 0.075
H 0.201 4.196 5.993 0.085
H 1.476 4.643 7.148 0.077
H 1.880 4.220 5.477 0.056
H 2.930 1.199 7.452 0.083
H 3.509 2.466 6.371 0.073
H 3.062 2.872 8.036 0.073
C -5.503 -6.600 -3.518 -0.071
C -4.540 -5.492 -3.182 -0.295
C -3.579 -5.652 -2.187 -0.052
C -2.689 -4.634 -1.879 -0.055
C -2.744 -3.433 -2.573 -0.278
C -3.695 -3.259 -3.568 -0.063
C -4.584 -4.281 -3.865 -0.056
S -1.611 -2.108 -2.175 0.478
O -2.311 -0.885 -2.572 -0.411
O -1.504 -2.245 -0.708 -0.435
N -0.299 -2.417 -2.876 -0.197
C 0.309 -1.498 -3.804 -0.215
C 1.079 -0.350 -3.117 -0.677
O 2.154 0.034 -3.591 -0.019
O 0.482 0.150 -2.109 -0.275
H -5.493 -7.373 -2.749 0.066
H -5.246 -7.075 -4.469 0.073
H -6.525 -6.227 -3.607 0.071
H -3.539 -6.584 -1.633 0.102
H -1.963 -4.745 -1.085 0.111
H -3.747 -2.307 -4.082 0.109
H -5.336 -4.128 -4.633 0.105
H -0.424 -1.005 -4.463 0.098
H 1.005 -2.048 -4.439 0.096
C -4.851 -1.856 -0.025 -0.323
Sb -3.882 0.035 0.281 1.339
C -5.012 1.024 -1.257 -0.346
C -5.246 0.569 1.884 -0.334
H -5.931 -1.714 0.069 -0.003
H -4.511 -2.570 0.726 0.001
H -4.619 -2.255 -1.011 -0.016
H -6.067 0.759 -1.160 -0.005
H -4.630 0.689 -2.222 -0.022
H -4.893 2.105 -1.181 -0.018
H -6.092 1.122 1.472 -0.008
H -4.765 1.170 2.651 -0.042
H -5.614 -0.353 2.337 -0.010
C -2.629 4.525 -3.243 -0.367
Sb -1.826 2.544 -2.836 1.337
C 0.127 3.132 -3.508 -0.324
C -2.453 1.710 -4.731 -0.340
H -2.312 4.863 -4.232 -0.016
H -2.257 5.222 -2.490 -0.016
H -3.720 4.520 -3.198 -0.019
H 0.052 3.534 -4.521 -0.002
H 0.825 2.297 -3.486 -0.021
H 0.495 3.916 -2.843 0.000
H -2.766 2.502 -5.415 -0.014
H -3.268 1.005 -4.576 -0.024
H -1.614 1.168 -5.170 -0.010
```

Results
- E_tot: -4087.931544 a.u.
- E_LUMO: 3.92 eV
- Frontier orbital gap: 5.97 eV
- Total charge: -2


Record 8
Here is a 3-piece molecular cluster, C5H15NO2 overall from OMol25. Energies are from the ωB97M-V functional and the def2-TZVPD basis.

```
23
Properties=species:S:1:pos:R:3:nbo_charge:R:1
C 0.849 0.096 0.408 -0.270
N 0.192 -0.394 -0.840 -0.433
C 0.351 0.581 -1.990 -0.435
C -1.374 -0.438 -0.656 -0.260
C -1.523 -0.180 0.875 -0.427
C -0.123 -0.224 1.473 -0.405
H 1.746 -0.463 0.651 0.244
H 1.140 1.080 0.216 0.158
H 1.324 0.995 -1.769 0.193
H 0.395 -0.080 -2.946 0.218
H -0.290 1.471 -1.940 0.166
H -1.973 0.108 -1.338 0.198
H -1.433 -1.528 -0.783 0.209
H -1.905 0.782 1.006 0.207
H -2.213 -0.876 1.461 0.217
H 0.144 -1.295 1.868 0.187
H -0.102 0.506 2.250 0.225
H 2.858 -2.903 -0.079 0.490
H 1.513 -2.548 0.814 0.481
O 2.470 -2.435 0.722 -0.962
H -1.169 2.340 -0.371 0.458
H -0.079 2.422 0.649 0.462
O -0.798 2.986 0.321 -0.921
```

Results
- E_tot: -404.651632 a.u.
- E_LUMO: 0.71 eV
- Frontier orbital gap: 9.47 eV